(1)
65
Properties=species:S:1:pos:R:3 method="wB97M-V/def2-TZVPD" lumo_energy_ev="-8.354 / -8.094" homo_lumo_gap_ev="5.88 / 6.38" charge=+2 multiplicity=3
C -1.444 3.352 -3.664
C -1.256 2.063 -3.154
C 0.042 1.499 -3.150
C 1.154 2.292 -3.565
C 0.923 3.610 -4.044
C -0.363 4.121 -4.114
C 2.432 1.729 -3.499
C 2.585 0.339 -3.460
C 1.445 -0.442 -3.110
C 1.527 -1.854 -3.134
C 2.742 -2.475 -3.430
C 3.875 -1.720 -3.753
C 3.801 -0.330 -3.783
H -2.454 3.760 -3.686
H 1.779 4.187 -4.404
H -0.546 5.127 -4.489
H 3.308 2.354 -3.684
H 2.800 -3.566 -3.387
H 4.810 -2.232 -3.961
H 4.660 0.266 -4.083
N 0.310 0.223 -2.590
W -0.190 -0.051 -0.623
C -2.432 1.328 -2.562
H -2.557 0.331 -3.010
H -3.346 1.919 -2.708
C 0.327 -2.671 -2.746
H -0.564 -2.388 -3.322
H 0.524 -3.739 -2.907
P -2.269 1.099 -0.741
P -0.078 -2.391 -0.966
C 1.273 -3.192 -0.066
H 1.046 -3.150 1.005
H 1.397 -4.242 -0.366
H 2.216 -2.659 -0.229
C -1.503 -3.493 -0.757
H -1.197 -4.548 -0.715
H -2.004 -3.211 0.181
H -2.207 -3.358 -1.587
C -2.272 2.718 0.054
H -3.307 3.060 0.189
H -1.773 2.630 1.028
H -1.709 3.430 -0.558
C -3.769 0.239 -0.257
H -3.524 -0.457 0.559
H -4.509 0.977 0.076
H -4.149 -0.330 -1.112
C 1.690 0.390 0.032
O 2.869 0.419 0.082
H 0.725 1.613 -0.801
O -0.038 2.065 2.381
S 0.382 0.715 2.661
O 1.774 0.375 2.682
N -0.479 -0.345 1.542
C -1.436 -1.106 2.203
O -2.307 -1.766 1.605
C -1.346 -0.962 3.672
C -2.142 -1.620 4.621
C -1.996 -1.302 5.970
C -1.064 -0.330 6.370
C -0.276 0.343 5.422
C -0.457 0.021 4.068
H -2.865 -2.361 4.285
H -2.611 -1.805 6.716
H -0.962 -0.095 7.429
H 0.452 1.091 5.714

=====

(2)
80
Properties=species:S:1:pos:R:3 method="wB97M-V/def2-TZVPD" lumo_energy_ev=3.778 homo_lumo_gap_ev=5.45 charge=-2
Pd 0.616 -0.987 -0.452
Cl -2.505 -5.782 4.078
C -1.706 -4.411 3.324
C -1.706 -3.206 3.961
C -1.099 -2.087 3.377
I -1.163 -0.266 4.384
C -0.480 -2.121 2.124
O -0.015 -1.077 1.573
C -0.431 -3.442 1.497
N 0.247 -3.525 0.334
C 0.275 -4.652 -0.325
C -0.365 -5.818 0.142
C -1.019 -5.775 1.339
C -1.067 -4.566 2.069
H -2.193 -3.110 4.922
H 0.824 -4.652 -1.262
H -0.327 -6.726 -0.443
H -1.508 -6.653 1.739
Br -0.369 -2.735 -6.509
C 0.094 -1.992 -4.798
C 1.276 -2.503 -4.160
C 1.609 -1.926 -2.972
N 0.963 -0.882 -2.412
C -0.336 -0.512 -2.914
C -0.683 -1.055 -4.260
H 1.886 -3.269 -4.610
H 2.482 -2.265 -2.419
H -0.438 0.581 -2.895
H -1.592 -0.711 -4.733
S -1.491 -1.084 -1.511
Sb -1.077 1.775 0.158
C -1.185 3.730 1.184
C -1.264 4.977 0.571
C -1.233 6.154 1.311
C -1.124 6.106 2.691
C -1.047 4.872 3.323
C -1.073 3.706 2.575
C -2.962 1.184 1.009
C -3.955 2.107 1.324
C -5.157 1.697 1.884
C -5.379 0.352 2.143
C -4.394 -0.576 1.841
C -3.196 -0.162 1.275
C -1.881 2.568 -1.675
C -1.067 3.353 -2.488
C -1.515 3.831 -3.713
C -2.791 3.513 -4.152
C -3.605 2.711 -3.365
C -3.152 2.241 -2.141
H -1.373 5.044 -0.504
H -1.301 7.110 0.804
H -1.101 7.020 3.271
H -0.964 4.820 4.401
H -1.009 2.754 3.091
H -3.791 3.162 1.138
H -5.918 2.430 2.123
H -6.314 0.030 2.585
H -4.549 -1.628 2.048
H -2.435 -0.892 1.043
H -0.054 3.586 -2.177
H -0.859 4.435 -4.329
H -3.144 3.873 -5.112
H -4.594 2.437 -3.712
H -3.789 1.596 -1.548
O 5.803 -3.948 0.043
S 5.618 -2.770 -0.764
O 6.036 -2.840 -2.140
N 4.098 -2.203 -0.639
C 4.046 -1.045 -0.034
S 2.694 -0.111 0.313
C 5.400 -0.511 0.377
C 5.718 0.676 1.017
C 7.053 0.938 1.290
C 8.051 0.033 0.929
C 7.729 -1.155 0.285
C 6.394 -1.392 0.025
H 4.932 1.367 1.289
H 7.325 1.858 1.792
H 9.086 0.259 1.154
H 8.489 -1.866 -0.004